C17H19BBr2F8ILuN2SSi | ωB97M-V with the def2-TZVPD basis set

XYZ file:
```
53
Properties=species:S:1:pos:R:3:forces:R:3:mulliken_charge:R:1
Lu -0.2940 -0.2080 -0.8652 -1.528 -0.038 -1.061 1.1263
Br -3.2589 -1.2693 -0.5373 1.987 -0.088 -0.628 -0.1981
C -0.8669 -1.4871 -2.9052 0.411 1.857 -0.084 -0.9343
Br 0.3498 -2.9361 -2.5981 0.897 -1.072 0.467 -0.2973
H -0.5516 -1.0819 -3.8787 -0.092 0.017 0.278 0.3131
H -1.8346 -1.9127 -3.0253 -0.723 -0.436 0.000 0.3432
C -1.9820 -3.7909 1.9467 1.919 1.078 -1.070 -1.2221
C -0.4973 -3.2779 1.9785 -1.427 0.756 0.367 0.0628
C 0.5641 -4.0608 2.2870 0.441 -1.466 0.146 -0.0919
C 1.9278 -3.6720 2.1884 0.051 1.051 0.054 -0.9898
C 2.1847 -2.3429 1.7757 -1.842 0.532 -0.414 -0.4424
C 1.1423 -1.4475 1.3553 0.955 -0.883 0.527 0.1448
N -0.2911 -1.7972 1.7193 2.277 -2.127 -1.486 0.4003
N 1.3129 -0.3305 0.6096 -2.457 -1.537 0.253 0.2851
Si 2.6852 0.5665 0.3368 2.939 1.098 0.903 0.2025
C 3.9628 -0.4600 -0.6959 -1.122 0.190 0.940 -1.0480
C 2.9026 2.3208 -0.3379 -0.807 0.270 -1.102 -0.9779
C 3.2324 0.9955 2.1068 -0.438 -2.045 0.907 -1.3074
H -2.2039 -4.4644 2.7352 0.077 -0.660 0.876 0.4190
H -2.2189 -4.2863 0.9928 0.162 0.274 0.188 0.2451
H -2.6306 -2.9440 2.0479 -0.566 0.311 -0.036 0.1355
H 0.3919 -5.1284 2.6068 -0.200 1.215 -0.616 0.2566
H 2.7687 -4.3711 2.3127 -0.659 0.356 0.188 0.3228
H 3.1935 -1.9668 1.6903 0.006 -0.043 -0.309 0.4506
H 3.4966 -0.2992 -1.6631 0.456 -0.015 -0.600 0.2895
H 3.9635 -1.5491 -0.5032 0.184 0.612 0.047 0.3359
H 4.9381 0.0218 -0.5873 -0.008 -0.273 -0.349 0.3067
H 2.8017 2.4023 -1.4520 -0.178 -0.070 0.974 0.2442
H 3.9696 2.4627 -0.1437 0.088 0.171 0.221 0.4501
H 2.3042 3.1512 0.1406 0.617 -1.049 -0.457 0.0499
H 3.7446 0.2384 2.7370 -0.374 -0.029 -0.443 0.3585
H 2.3937 1.3464 2.7153 -0.184 -0.015 -0.249 0.2868
H 3.9113 1.7734 2.0651 1.468 1.880 -0.146 0.5060
F 0.8634 1.0427 -1.8735 -0.124 -0.206 -0.164 -0.7281
F -1.7174 -1.1163 3.5226 -0.016 -0.197 -1.540 -0.2338
B -1.1163 -0.8681 2.3184 -0.974 4.817 2.915 0.5734
F -1.2032 0.6659 2.1279 0.578 -4.797 -0.271 -0.3505
I -5.9578 -2.3065 1.8960 -0.522 -0.343 0.543 -0.2940
C -5.1049 -0.8983 0.5133 -0.982 0.612 -0.688 -0.8698
H -5.7762 -0.7098 -0.3468 0.133 -0.197 0.642 0.3724
H -4.8168 0.0182 0.9988 -0.205 0.227 0.476 0.3196
F -3.0683 3.0290 -4.3143 0.723 0.573 1.078 -0.3501
C -2.2573 3.4134 -3.2510 -1.069 -0.951 -0.747 0.4666
C -2.4462 2.7663 -2.0178 -0.502 -0.947 -0.957 -0.2154
F -3.4853 1.8719 -1.9149 1.335 0.730 -0.053 -0.2759
C -1.4978 2.9431 -1.0376 1.326 -1.260 0.711 0.2843
F -1.1941 1.8015 -0.1406 -1.353 2.128 -1.088 0.0489
C -0.5675 4.0044 -1.0409 -0.909 0.862 -1.154 -0.0190
S 0.2242 4.6420 0.3186 0.325 -0.171 0.416 -0.4490
C -0.5194 4.7000 -2.3050 0.137 -0.867 -0.451 0.2226
F 0.3561 5.7048 -2.4451 0.081 0.093 -0.052 -0.3334
C -1.2116 4.3004 -3.4641 -0.399 -0.082 1.563 0.1235
F -1.0159 4.8002 -4.6988 0.090 0.156 0.535 -0.3182
```
Forces are in eV/Å.

Computed properties:
Spin multiplicity = 1
LUMO (alpha / beta) = 3.99 / 3.84 eV
HOMO-LUMO gap (alpha / beta) = 4.4 / 5.2 eV
M = 936.0 u
Net charge = -2

C17H19BMnN6O2 | ωB97M-V with the def2-TZVPD basis set

XYZ file:
```
46
Properties=species:S:1:pos:R:3:forces:R:3:mulliken_charge:R:1
H -0.1409 3.0013 0.5815 -0.167 -0.134 0.003 0.6608
N 0.2181 1.7391 -1.0750 -0.231 1.686 2.159 -0.1221
B 0.8757 0.8070 -3.3302 -0.200 -1.507 0.134 0.0462
N 0.7522 1.9753 -2.3332 0.777 2.929 -0.474 0.2844
C 1.0429 3.2827 -2.4783 -0.063 -2.919 -1.159 0.1314
Mn -0.3675 -0.2834 -0.5056 2.551 1.225 1.713 0.1715
H 1.4713 3.6362 -3.4055 -0.038 0.132 0.100 0.5132
C 0.6948 3.9261 -1.2896 0.299 1.078 -0.053 -1.0414
H 0.7999 4.9676 -1.0637 0.020 0.326 0.078 0.4642
C 0.1982 2.9224 -0.4417 -0.667 -3.141 0.334 0.0438
H 1.2962 1.1473 -4.3895 -0.119 0.060 0.084 0.0211
C -1.7484 -2.2874 0.5010 -0.182 -0.045 -0.201 -0.8325
H -2.0348 -2.2910 1.5588 0.188 0.342 -0.259 0.3619
H -0.7305 -2.6874 0.4158 -0.126 0.259 -0.087 0.2215
H -2.4342 -2.9408 -0.0505 0.182 0.354 -0.065 0.3859
N -0.5463 0.2025 -3.3648 -0.625 -0.096 0.847 0.0917
N 1.7250 -0.2942 -2.6694 -0.364 0.164 0.721 0.2187
N -1.1691 -0.2630 -2.2001 -0.502 0.119 -2.001 0.0705
N 1.3252 -0.8357 -1.4557 0.487 -0.144 0.085 0.0200
C -1.3695 0.0351 -4.4024 0.211 0.002 0.959 0.0119
C 2.8609 -0.8772 -3.0803 -0.352 -0.131 0.692 0.0163
H -1.0005 0.3663 -5.3572 -0.361 -0.128 -0.289 0.5015
H 3.3019 -0.5611 -4.0185 0.044 -0.201 0.205 0.4783
C -2.5428 -0.5456 -3.9438 -0.400 -0.215 0.269 -1.2470
C 3.2340 -1.8175 -2.1251 -0.411 0.228 0.355 -1.1881
C -2.3881 -0.7217 -2.5628 0.455 0.357 -0.867 0.0537
C 2.2624 -1.7493 -1.1076 0.031 0.747 -1.175 -0.0337
H -3.3949 -0.8077 -4.5435 -0.094 -0.057 0.029 0.4391
H 4.0975 -2.4510 -2.1540 0.126 -0.117 0.043 0.4376
H -3.0497 -1.1393 -1.8089 0.033 0.102 -0.408 0.4897
H 2.2126 -2.2516 -0.1578 -0.057 -0.158 0.027 0.5409
H -1.8933 -1.2178 0.1171 -0.418 -1.004 0.501 0.1135
O -1.1329 1.3233 1.7595 1.035 -1.153 -1.207 -0.7174
C -0.3867 0.3993 2.1363 -0.626 0.218 2.051 0.8758
O 0.2658 -0.4269 1.3526 -0.378 0.626 -2.545 -0.5420
C -0.2386 0.0799 3.5965 -0.116 -0.049 -0.077 0.4044
C -0.6396 1.0226 4.5484 -0.016 0.031 0.186 -0.2964
C -0.5878 0.7115 5.9076 0.031 -0.261 -0.027 -0.5869
C -0.1794 -0.5672 6.3175 0.051 0.024 -0.238 -0.3905
C 0.2030 -1.5200 5.3627 -0.041 0.072 -0.145 -0.6442
C 0.1885 -1.1928 4.0065 -0.025 0.243 0.038 -0.3414
H -0.9991 1.9953 4.2142 0.099 -0.234 0.123 0.3966
H -0.8873 1.4511 6.6545 0.109 -0.257 -0.308 0.4002
H -0.1572 -0.8293 7.3821 -0.030 0.165 -0.496 0.3878
H 0.5031 -2.5270 5.6629 -0.078 0.408 -0.013 0.3877
H 0.4898 -1.9057 3.2391 -0.041 0.055 0.357 0.3422
```
Forces are in eV/Å.

Computed properties:
⟨S²⟩ = 4.17
Spin multiplicity = 4
LUMO (alpha / beta) = -8.65 / -11.47 eV
HOMO-LUMO gap (alpha / beta) = 5.3 / 2.4 eV
M = 405.1 u
Net charge = +2